No. 1
{
  "formula": "C4H6OS2",
  "method": "ωB97M-V with the def2-TZVPD basis set",
  "relative_energy_kj_mol": 198.3,
  "e_lumo_ha": -0.015,
  "homo_lumo_gap_ev": 8.435,
  "e_homo_ev": -8.8,
  "smiles": "C[C@H]1O[C@@H]1C(=S)S",
  "species": ["C", "C", "C", "C", "H", "H", "H", "H", "H", "H", "O", "S", "S"],
  "coordinates": [[1.965, -0.593, 0.400], [0.496, -0.679, -0.058], [-0.582, 0.254, 0.333], [-1.897, 0.316, -0.459], [2.275, -1.650, 0.654], [1.983, 0.117, 1.308], [2.600, -0.142, -0.387], [0.252, -1.177, -0.982], [-0.504, 1.181, 0.977], [-1.131, 2.451, -0.753], [-0.409, -0.947, 1.018], [-2.161, 1.850, -1.361], [-2.888, -0.982, -0.688]],
  "forces_ev_per_angstrom": [[-0.873, 0.738, 0.528], [0.565, 0.570, 0.812], [-1.561, 1.362, 0.992], [-0.050, -0.584, -1.273], [-0.064, 1.335, -0.152], [0.182, -1.395, -1.235], [-0.240, -0.485, 0.396], [0.157, -0.531, -0.165], [0.590, -0.976, -0.826], [0.061, 0.306, -0.118], [0.192, -0.546, -0.228], [0.206, -1.068, 0.933], [0.835, 1.274, 0.336]]
}



No. 2
{
  "formula": "C45H58F9N10O9S3",
  "method": "ωB97M-V with the def2-TZVPD basis set",
  "e_lumo_ha": -0.088,
  "homo_lumo_gap_ev": 7.833,
  "e_homo_ev": -10.2,
  "charge": 1,
  "species": ["C", "C", "C", "N", "N", "C", "N", "C", "C", "C", "C", "C", "S", "C", "S", "N", "C", "C", "C", "C", "N", "C", "O", "N", "C", "C", "C", "C", "C", "F", "F", "C", "F", "F", "S", "F", "F", "F", "F", "F", "H", "H", "H", "H", "H", "H", "H", "H", "H", "H", "H", "H", "H", "H", "H", "H", "H", "H", "H", "H", "H", "H", "H", "H", "H", "H", "H", "H", "H", "H", "H", "H", "H", "H", "H", "H", "H", "H", "C", "C", "C", "C", "C", "C", "N", "O", "O", "H", "H", "H", "H", "H", "C", "C", "C", "C", "C", "C", "N", "O", "O", "H", "H", "H", "H", "H", "C", "C", "C", "C", "C", "C", "N", "O", "O", "H", "H", "H", "H", "H", "C", "C", "C", "C", "C", "C", "N", "O", "O", "H", "H", "H", "H", "H"],
  "coordinates": [[-0.094, -0.645, 6.227], [0.324, -2.019, 5.718], [-0.417, -2.388, 4.433], [0.283, -1.859, 3.246], [0.141, -2.614, 2.111], [0.813, -3.644, 1.540], [1.884, -4.252, 2.030], [2.521, -3.926, 3.300], [3.563, -2.788, 3.157], [2.465, -5.353, 1.229], [3.587, -4.986, 0.251], [3.179, -4.184, -1.002], [3.184, -2.389, -0.813], [4.430, -1.869, -1.993], [5.749, -2.785, -2.225], [4.156, -0.660, -2.614], [4.738, -0.563, -3.954], [4.218, -1.655, -4.903], [4.570, 0.463, -1.763], [3.889, 1.779, -2.144], [0.211, -3.969, 0.404], [-0.813, -3.175, 0.269], [-1.617, -3.270, -0.752], [-0.894, -2.321, 1.264], [-1.925, -1.293, 1.439], [-1.942, -0.249, 0.329], [-0.961, 0.910, 0.608], [-1.597, 2.277, 0.272], [-1.314, 3.363, 1.290], [0.032, 3.291, 1.540], [-1.499, 4.592, 0.782], [-1.958, 3.229, 2.693], [-1.442, 2.218, 3.386], [-1.634, 4.328, 3.375], [-3.846, 3.055, 2.738], [-4.046, 3.643, 1.290], [-3.978, 4.523, 3.297], [-3.731, 2.534, 4.225], [-3.813, 1.563, 2.223], [-5.419, 2.950, 2.890], [0.516, -0.332, 7.067], [0.003, 0.113, 5.453], [-1.125, -0.659, 6.567], [0.021, -2.753, 6.457], [1.404, -2.084, 5.605], [-0.469, -3.471, 4.342], [-1.410, -1.955, 4.504], [1.245, -1.613, 3.424], [1.806, -3.691, 4.076], [3.062, -4.803, 3.631], [4.518, -3.193, 2.856], [3.681, -2.288, 4.114], [3.211, -2.101, 2.395], [1.685, -5.913, 0.731], [2.904, -6.033, 1.954], [4.367, -4.428, 0.758], [4.011, -5.921, -0.105], [2.201, -4.519, -1.326], [3.868, -4.438, -1.799], [4.401, 0.383, -4.367], [5.827, -0.569, -3.944], [3.320, -2.095, -4.478], [4.029, -1.249, -5.886], [4.931, -2.454, -4.972], [4.337, 0.226, -0.728], [5.651, 0.590, -1.842], [3.344, 2.224, -1.327], [4.653, 2.493, -2.438], [3.228, 1.661, -3.000], [-2.507, -2.976, -0.506], [-2.872, -1.836, 1.408], [-1.874, -0.842, 2.421], [-2.968, 0.102, 0.247], [-1.706, -0.679, -0.637], [-0.538, 0.846, 1.604], [-0.132, 0.765, -0.078], [-1.150, 2.631, -0.653], [-2.653, 2.168, 0.060], [0.241, 7.875, 2.276], [0.531, 6.610, 1.782], [1.844, 6.250, 1.527], [2.851, 7.162, 1.774], [2.581, 8.428, 2.260], [1.265, 8.784, 2.511], [4.246, 6.766, 1.524], [4.442, 5.649, 1.078], [5.115, 7.571, 1.778], [-0.785, 8.154, 2.479], [-0.255, 5.892, 1.592], [2.071, 5.267, 1.143], [3.379, 9.132, 2.445], [1.039, 9.769, 2.893], [-9.332, 1.589, 4.234], [-10.002, 1.315, 3.050], [-9.942, 0.046, 2.497], [-9.211, -0.933, 3.146], [-8.536, -0.676, 4.325], [-8.598, 0.596, 4.869], [-9.157, -2.287, 2.573], [-9.738, -2.480, 1.526], [-8.526, -3.131, 3.181], [-9.383, 2.579, 4.667], [-10.572, 2.090, 2.556], [-10.460, -0.171, 1.575], [-7.968, -1.451, 4.818], [-8.076, 0.815, 5.790], [-3.968, 4.913, -2.409], [-4.173, 4.765, -3.774], [-3.112, 4.911, -4.655], [-1.857, 5.200, -4.151], [-1.638, 5.359, -2.795], [-2.703, 5.213, -1.921], [-0.723, 5.330, -5.079], [-0.949, 5.203, -6.264], [0.372, 5.549, -4.599], [-4.797, 4.793, -1.723], [-5.158, 4.534, -4.154], [-3.268, 4.796, -5.717], [-0.652, 5.590, -2.418], [-2.546, 5.332, -0.861], [4.301, -8.522, -8.184], [3.234, -7.633, -8.205], [3.336, -6.411, -7.562], [4.514, -6.094, -6.909], [5.584, -6.970, -6.874], [5.472, -8.192, -7.516], [4.636, -4.788, -6.245], [3.672, -4.047, -6.277], [5.694, -4.529, -5.709], [4.219, -9.474, -8.692], [2.322, -7.892, -8.724], [2.508, -5.718, -7.578], [6.496, -6.710, -6.357], [6.301, -8.886, -7.500]],
  "forces_ev_per_angstrom": [[0.251, 0.135, -0.034], [-0.685, 0.221, 0.073], [0.843, -0.173, 0.174], [-0.384, 0.221, 0.204], [0.589, 0.413, 0.866], [0.014, 0.224, 0.593], [0.115, -0.661, -0.338], [0.923, 0.614, -0.159], [-0.824, -0.526, 0.192], [0.643, -0.139, 0.115], [-0.439, 0.677, -0.286], [0.213, -0.711, 0.444], [-0.616, 0.383, -0.049], [0.274, -0.697, 0.313], [0.103, -0.090, -0.309], [0.401, -0.160, 0.076], [-0.558, 0.006, -0.889], [0.405, 0.290, 1.001], [-0.616, 0.548, 0.156], [0.495, 0.069, -0.450], [0.624, -1.104, -0.863], [0.923, -0.683, 0.173], [-0.930, 0.149, -0.273], [-1.242, 1.489, -0.132], [-0.662, -0.577, -0.548], [0.429, 0.367, 0.618], [-0.356, -0.186, -0.788], [0.203, -0.091, -0.149], [1.009, -1.369, -0.491], [0.148, 0.097, 0.311], [-0.809, -0.079, 0.235], [0.042, 0.887, 0.144], [0.042, -0.749, -0.451], [-0.063, 0.228, -0.027], [-1.256, 1.393, 1.876], [0.242, -0.479, -0.619], [0.120, 0.444, 0.010], [0.229, -0.324, 0.290], [0.336, -0.192, -0.581], [0.056, -0.467, -0.503], [0.102, 0.033, 0.130], [0.000, 0.112, -0.081], [-0.158, -0.006, -0.035], [0.194, -0.191, 0.186], [0.151, -0.086, -0.103], [-0.240, -0.154, -0.039], [-0.285, -0.155, -0.219], [0.089, 0.039, -0.254], [-0.333, -0.067, -0.044], [-0.181, -0.353, 0.045], [0.247, 0.069, -0.175], [0.123, 0.190, 0.074], [0.173, 0.361, -0.097], [-0.296, 0.160, -0.138], [-0.039, -0.106, 0.194], [0.256, -0.090, 0.170], [0.094, -0.217, 0.111], [-0.367, 0.256, -0.069], [0.170, 0.226, -0.063], [0.110, 0.325, 0.225], [0.180, 0.100, 0.219], [-0.326, 0.056, -0.217], [-0.140, -0.009, -0.236], [0.223, -0.153, -0.169], [0.045, -0.170, 0.094], [0.205, -0.219, 0.095], [-0.269, 0.030, 0.297], [-0.044, 0.207, -0.050], [-0.145, -0.081, 0.065], [0.000, 0.058, -0.309], [-0.125, -0.077, 0.172], [0.362, 0.000, 0.173], [-0.100, 0.138, 0.129], [0.002, -0.293, -0.151], [-0.147, 0.109, 0.222], [0.334, 0.125, 0.124], [0.013, 0.275, -0.085], [-0.183, 0.160, 0.151], [0.029, 0.005, -0.003], [-0.008, 0.089, 0.061], [-0.109, -0.259, -0.081], [-0.184, 0.072, 0.047], [0.043, 0.224, 0.087], [-0.073, -0.126, -0.038], [0.128, -0.099, -0.068], [-0.030, 0.082, 0.042], [-0.021, 0.007, 0.000], [0.001, 0.010, -0.005], [0.234, 0.366, 0.138], [0.134, 0.036, 0.012], [0.096, -0.092, -0.036], [0.025, 0.014, -0.001], [0.008, 0.034, 0.005], [0.092, -0.033, 0.098], [-0.131, 0.089, -0.171], [-0.044, 0.213, 0.098], [0.157, -0.054, 0.186], [-0.058, 0.109, -0.073], [0.034, -0.118, -0.069], [0.024, 0.017, 0.031], [0.008, 0.048, -0.030], [-0.006, 0.005, -0.003], [-0.016, -0.013, -0.017], [0.025, -0.139, 0.014], [-0.061, -0.103, -0.085], [0.002, -0.031, 0.015], [0.013, -0.021, -0.030], [0.045, -0.008, 0.125], [-0.164, -0.053, -0.164], [-0.182, -0.038, 0.137], [0.158, 0.011, 0.234], [-0.196, -0.017, -0.137], [0.148, 0.028, -0.102], [-0.017, 0.001, 0.045], [-0.066, -0.020, 0.002], [-0.010, 0.034, -0.004], [0.001, 0.013, -0.030], [0.137, 0.025, -0.028], [0.046, 0.018, -0.137], [-0.064, 0.099, -0.113], [-0.002, -0.006, -0.001], [0.105, -0.069, 0.021], [-0.215, 0.048, -0.071], [-0.015, -0.211, -0.121], [0.221, -0.058, 0.064], [-0.119, -0.010, -0.051], [-0.128, -0.118, -0.108], [0.030, -0.281, -0.106], [0.013, 0.023, 0.051], [-0.002, -0.005, 0.002], [-0.015, 0.018, 0.002], [0.075, 0.102, 0.059], [-0.044, 0.128, 0.024], [0.020, 0.012, 0.011]]
}



No. 3
{
  "formula": "C9H10AuClOS3",
  "method": "ωB97M-V with the def2-TZVPD basis set",
  "relative_energy_kj_mol": 0.0,
  "e_lumo_ha": 0.157,
  "homo_lumo_gap_ev": 4.465,
  "e_homo_ev": -0.2,
  "charge": -2,
  "species": ["Au", "S", "C", "S", "S", "Cl", "C", "C", "C", "C", "C", "C", "C", "H", "H", "H", "H", "H", "H", "C", "O", "H", "H", "H", "H"],
  "coordinates": [[0.677, -0.672, 0.518], [2.675, -4.176, 3.115], [2.249, -2.750, 2.358], [2.488, -1.229, 3.054], [1.549, -2.844, 0.766], [-5.777, 0.581, -2.091], [-4.158, 0.745, -1.449], [-3.969, 0.768, -0.076], [-2.699, 0.921, 0.429], [-1.569, 1.051, -0.407], [-0.237, 1.196, 0.109], [-1.819, 1.010, -1.796], [-3.084, 0.862, -2.316], [-4.818, 0.650, 0.584], [-2.553, 0.931, 1.501], [-0.198, 1.704, 1.067], [0.428, 1.674, -0.605], [-0.978, 1.102, -2.471], [-3.250, 0.832, -3.387], [4.365, -0.550, -0.074], [3.753, 0.529, 0.580], [3.696, -1.412, -0.163], [5.274, -0.881, 0.448], [4.638, -0.209, -1.075], [3.316, 0.169, 1.379]],
  "forces_ev_per_angstrom": [[-0.283, -0.226, -0.417], [0.204, -0.706, 0.324], [0.008, -0.047, -0.267], [0.174, 0.699, 0.470], [-0.258, 0.031, -0.177], [-0.287, -0.050, -0.129], [0.064, -0.007, 0.043], [-0.217, -0.038, -0.239], [0.371, 0.097, -0.048], [-0.795, -0.150, -0.365], [0.840, -0.113, 0.373], [0.247, 0.109, 0.227], [-0.327, -0.037, 0.042], [-0.035, 0.038, 0.028], [0.051, -0.034, 0.087], [-0.071, 0.226, 0.151], [0.109, 0.165, -0.064], [0.058, -0.036, -0.007], [0.010, 0.015, 0.007], [0.117, -0.212, -0.050], [0.035, 0.365, 0.206], [0.012, 0.054, 0.000], [0.018, 0.007, -0.048], [0.069, -0.034, -0.064], [-0.116, -0.115, -0.080]]
}



No. 4
{
  "formula": "C6H14NO2Sn",
  "method": "ωB97M-V with the def2-TZVPD basis set",
  "e_lumo_ha": [-0.038, -0.028],
  "homo_lumo_gap_ev": [5.516, 7.133],
  "spin_multiplicity": 2,
  "e_homo_ev": [-6.5, -7.9],
  "s_squared": 1.032,
  "species": ["Sn", "C", "C", "C", "O", "H", "H", "H", "H", "H", "H", "H", "C", "C", "O", "N", "C", "H", "H", "H", "H", "H", "H", "H"],
  "coordinates": [[-0.721, -0.993, 1.471], [-3.163, 1.765, 1.936], [-2.670, 2.365, 0.609], [-3.006, 3.857, 0.525], [-1.303, 2.074, 0.565], [-2.947, 0.703, 2.054], [-4.231, 1.919, 2.090], [-2.644, 2.257, 2.759], [-3.322, 1.891, -0.125], [-2.712, 4.354, 1.449], [-4.082, 4.030, 0.520], [-2.606, 4.459, -0.290], [3.478, -0.617, -1.159], [2.729, -1.869, -0.664], [1.888, -1.783, 0.236], [3.028, -3.002, -1.269], [2.176, -4.181, -1.167], [3.368, -0.576, -2.243], [4.536, -0.499, -0.923], [2.921, 0.251, -0.805], [3.595, -2.983, -2.104], [1.414, -4.097, -1.942], [1.639, -4.167, -0.219], [2.637, -5.159, -1.305]],
  "forces_ev_per_angstrom": [[0.145, 1.251, -0.588], [-0.437, 1.000, 0.554], [0.406, -1.023, 1.001], [-0.084, 0.667, 0.972], [-0.239, -0.504, -0.581], [-0.010, -0.215, -0.431], [-0.234, -0.092, 0.020], [0.090, 0.096, 0.072], [0.370, -0.424, -0.916], [0.434, 0.054, 0.117], [-0.254, -0.385, -0.233], [0.307, -0.571, -0.207], [-0.924, 0.023, -0.321], [0.111, 2.036, 1.014], [-0.109, -0.115, -0.241], [0.443, -1.988, -0.929], [-1.066, 0.157, 0.031], [0.208, -0.090, -0.169], [-0.130, -0.415, 0.246], [0.184, -0.086, 0.263], [0.086, 0.315, 0.275], [-0.186, -0.118, -0.072], [0.277, 0.024, -0.009], [0.612, 0.401, 0.128]]
}